1.
Density functional theory data (wB97M-V/def2-TZVPD) for C3H6N2O in the gas phase.

Results
2S+1 = 1
ΔE to the lowest compared entry with this formula, charge and spin = 391.8 kJ/mol
F_max = 0.99 eV/A
SMILES = NC=C=NCO

Atoms and positions in Å:
N 1.12670 1.23450 1.29194
C 1.18880 -0.05130 0.73364
C -1.03546 -0.65560 -0.78005
O -2.30004 -0.89897 -1.28729
C 1.11551 -0.34024 -0.57168
N 0.42286 -0.63686 -1.55990
H 1.87773 1.42019 1.94470
H 1.09658 1.96474 0.59145
H 1.27930 -0.86539 1.44944
H -0.99165 0.34545 -0.36953
H -0.80533 -1.48541 -0.12180
H -2.81396 -0.08005 -1.28232

Forces on atoms 1 to 3 (eV/Å):
N 0.3 0.1 -0.1
C 0.3 -0.2 -0.2
C 0.4 0.0 0.2



2.
Density functional theory data (wB97M-V/def2-TZVPD) for a 2-piece molecular cluster, C3H6N2O overall.

Results
2S+1 = 1
ΔE to the lowest compared entry with this formula, charge and spin = 395.8 kJ/mol
F_max = 0.40 eV/A
SMILES = [H]/N=C/N=C1/CO1.[H][H]

Atoms and positions in Å:
C -0.94608 -1.55979 -0.73736
C -0.45670 -0.40009 -0.06761
O -1.65664 -0.81722 0.35308
N 0.43760 0.45897 0.09034
C 0.26478 1.45915 1.05540
N 1.18299 2.31606 1.20826
H 1.53002 -1.10050 -1.97850
H -0.57477 -2.53993 -0.45302
H -1.39727 -1.46619 -1.72072
H 1.55087 -0.52666 -1.50251
H -0.67538 1.42774 1.62276
H 0.91420 2.97243 1.93882

Forces on atoms 1 to 3 (eV/Å):
C 0.1 -0.1 -0.2
C 0.1 -0.1 -0.1
O 0.0 0.1 0.1



3.
Density functional theory data (wB97M-V/def2-TZVPD) for a 2-piece molecular cluster, C3H6N2O overall at a distorted geometry.

Results
2S+1 = 1
ΔE to the lowest compared entry with this formula, charge and spin = 190.2 kJ/mol
F_max = 4.27 eV/A
SMILES = c1c[nH]cn1.O

Atoms and positions in Å:
C -0.12007 -0.21643 0.10654
C -0.57325 0.23827 -1.10472
N -0.49415 -0.79633 -2.13199
C -0.11856 -1.89016 -1.38512
N 0.20922 -1.55865 -0.08541
H -0.27184 0.29976 1.13532
H -0.87005 1.29125 -1.29310
H -1.23705 -0.91384 -2.80875
H 0.05026 -2.75205 -1.96137
H 1.12371 2.46947 3.81709
H 1.52101 1.94226 2.56877
O 0.78076 1.88645 3.14274

Forces on atoms 1 to 3 (eV/Å):
C -1.2 -0.6 -1.0
C -0.3 1.3 -0.8
N -0.5 1.5 3.6



4.
Density functional theory data (wB97M-V/def2-TZVPD) for C3H6N2O as an isolated structure at a distorted geometry.

Results
2S+1 = 1
ΔE to the lowest compared entry with this formula, charge and spin = 472.2 kJ/mol
F_max = 5.85 eV/A

Atoms and positions in Å:
C 1.08923 0.56040 -0.92905
C 1.88222 -0.05643 0.03205
C 0.03745 0.64444 0.35624
N -1.83072 -0.87999 -0.22260
N -1.32600 0.30163 0.28609
O 0.98834 -0.29186 1.03014
H 1.23763 1.20597 -1.78709
H 2.77125 -0.50083 -0.13410
H 0.12605 1.62138 0.91817
H -1.39777 -1.25888 -1.15047
H -1.81491 -1.72647 0.36186
H -1.76278 0.38065 1.23877

Forces on atoms 1 to 3 (eV/Å):
C -0.4 0.1 4.3
C -4.7 1.4 -3.2
C 1.1 0.6 -1.4